No. 1
{"formula": "C2H5Br2OP", "method": "ωB97M-V/def2-TZVPD", "gap_ha": 0.3842, "smiles": "CCP(=O)(Br)Br", "lumo_energy_ev": -0.34, "species": ["C", "C", "P", "O", "Br", "Br", "H", "H", "H", "H", "H"], "positions_angstrom": [[1.2189, 0.5368, -0.0406], [-0.1122, 0.4067, -0.6327], [-1.0557, -0.5212, 0.6320], [-1.3373, 0.1997, 1.8585], [0.0821, -2.4106, 0.8493], [-2.9864, -1.0273, -0.4951], [1.2912, 0.7601, 0.9858], [1.5877, -0.5191, -0.1118], [2.0465, 1.2652, -0.6148], [-0.1517, -0.0685, -1.5771], [-0.5830, 1.3782, -0.8535]], "nbo_charge": [-0.635, -0.780, 1.671, -1.037, -0.178, -0.231, 0.231, 0.220, 0.228, 0.251, 0.259]}

---

No. 2
{"formula": "C2H5Br3NO", "method": "ωB97M-V/def2-TZVPD", "gap_ha": 0.2938, "total_charge": 1, "lumo_energy_ev": -6.45, "species": ["C", "C", "N", "O", "Br", "Br", "Br", "H", "H", "H", "H", "H"], "positions_angstrom": [[-0.9943, -0.9877, -0.8581], [-0.4612, 0.3511, -0.5250], [1.5403, 0.5161, 1.1507], [-1.1769, 1.2243, 0.0580], [0.2813, -2.2139, -1.9407], [0.7456, 1.0731, -1.8515], [-1.4072, -1.8920, 0.9163], [-1.9573, -0.9945, -1.3893], [2.2167, 0.0339, 0.5922], [1.4702, 0.3391, 2.1353], [1.3908, 1.5377, 0.8373], [-1.6480, 1.0128, 0.8749]], "nbo_charge": [-0.457, 0.507, -1.022, -0.604, 0.131, 0.260, 0.112, 0.312, 0.403, 0.409, 0.395, 0.555]}

---

No. 3
{"formula": "C2H5BrClN", "method": "ωB97M-V/def2-TZVPD", "gap_ha": [0.2896, 0.2896], "lumo_energy_ev": [0.62, 0.62], "species": ["C", "C", "N", "Cl", "Br", "H", "H", "H", "H", "H"], "positions_angstrom": [[0.9032, -0.3996, -1.3214], [-1.1298, 0.1043, -0.1187], [0.0472, 0.3459, -0.6546], [-2.1791, 1.5262, 0.0687], [-1.9819, -1.4420, -0.1036], [0.7001, -1.5170, -1.3939], [0.7712, -0.2339, 2.6206], [1.9244, -0.1279, -1.1355], [0.6274, 0.4443, 2.4159], [0.3174, 1.2998, -0.3776]], "nbo_charge": [-0.373, -0.143, -0.425, -0.031, 0.155, 0.200, 0.009, 0.189, -0.010, 0.430]}

---

No. 4
{"formula": "C2H5BrClN", "method": "ωB97M-V/def2-TZVPD", "gap_ha": 0.3418, "smiles": "ClNBr.C=C", "lumo_energy_ev": -0.29, "species": ["Cl", "N", "Br", "H", "C", "C", "H", "H", "H", "H"], "positions_angstrom": [[-1.8324, 1.4128, -0.0978], [-2.0432, -0.2455, -0.6717], [-2.4398, -1.5081, 0.5892], [-2.8865, -0.3386, -1.2667], [1.4995, 0.3810, 0.8561], [1.4831, -0.1442, -0.3359], [1.3754, -0.3019, 1.6839], [1.8001, 1.4272, 1.0691], [1.7404, 0.4890, -1.1701], [1.3035, -1.1716, -0.6560]], "nbo_charge": [0.115, -0.699, 0.205, 0.382, -0.395, -0.380, 0.190, 0.201, 0.181, 0.199]}

---

Energy (computed, eV): -153577.859 -215810.598 -86206.431 -86206.887
Energy above the lowest of the compared OMol25 structures with the same formula, charge and spin (computed, kJ/mol): 11.1 232.2 387.7 343.7